11 unconnected molecules or ions with the total composition C32H56O34S9. Source: the OMol25 dataset; level of theory: ωB97M-V/def2-TZVPD.

Cartesian coordinates (Å):
C (-1.4509, 3.7495, 0.7617)
C (-0.3517, 4.0004, 1.7787)
O (0.5457, 4.9751, 1.2742)
S (0.9571, 6.3238, 2.1945)
C (-0.4814, 7.3955, 1.7350)
O (0.9348, 5.9797, 3.6484)
O (2.2399, 6.8665, 1.6470)
H (-2.0928, 2.8933, 0.9693)
H (-1.0139, 3.6151, -0.2278)
H (-2.0199, 4.6707, 0.6368)
H (-0.6387, 4.2797, 2.7925)
H (0.3385, 3.1979, 2.0390)
H (-1.3707, 6.9256, 2.1550)
H (-0.4867, 7.4435, 0.6460)
H (-0.3593, 8.3857, 2.1739)
C (5.1681, 4.3892, -3.4722)
C (3.7476, 4.9257, -3.5837)
O (2.9783, 3.8101, -3.3122)
S (1.3576, 3.9866, -3.1851)
C (0.9190, 4.4012, -4.9804)
O (0.8713, 2.6408, -2.8495)
O (0.9449, 5.0677, -2.3057)
H (5.3523, 3.6283, -4.2306)
H (5.2714, 3.8806, -2.5137)
H (5.8803, 5.2083, -3.5722)
H (3.5628, 5.6100, -2.7556)
H (3.6229, 5.4807, -4.5136)
H (-0.1395, 4.5358, -5.2035)
H (1.2458, 3.6022, -5.6459)
H (1.4056, 5.3128, -5.3271)
O (1.7901, -3.0475, 1.9990)
S (2.5185, -2.3220, 3.0923)
O (1.7533, -1.6177, 4.1434)
O (3.5685, -3.3582, 3.8269)
C (4.8726, -2.9014, 3.8910)
C (5.0900, -2.1469, 2.5848)
O (3.8812, -1.4179, 2.5918)
H (5.0455, -2.1619, 4.6730)
H (5.7013, -3.6092, 3.8744)
H (5.2322, -2.7926, 1.7182)
H (6.0672, -1.6648, 2.6122)
O (-1.2587, -3.1197, 0.2786)
S (-1.9949, -1.9322, -0.1773)
O (-3.4174, -2.0496, -0.4143)
O (-1.6309, -0.6405, 0.7670)
C (-0.2932, -0.1665, 0.5119)
C (-0.1247, -0.3484, -1.0725)
O (-1.1883, -1.1717, -1.4626)
H (-0.2302, 0.8668, 0.8532)
H (0.4529, -0.7515, 1.0497)
H (0.8936, -0.6660, -1.2968)
H (-0.3043, 0.6379, -1.5003)
O (-3.1542, -5.4077, -4.6946)
S (-2.8030, -5.7950, -3.3548)
O (-3.7443, -6.6540, -2.6286)
O (-1.2631, -6.4293, -3.2835)
C (-0.3079, -5.3453, -3.4349)
C (-0.8435, -4.1808, -2.5853)
O (-2.2818, -4.4517, -2.4237)
H (0.5820, -5.7037, -2.9176)
H (-0.0382, -5.1729, -4.4768)
H (-0.8135, -3.2346, -3.1255)
H (-0.2523, -4.0503, -1.6790)
O (-8.1080, -2.3279, -4.7681)
S (-8.0873, -1.6533, -3.4530)
O (-9.2350, -1.6359, -2.5698)
O (-6.7998, -2.1424, -2.6008)
C (-6.1644, -1.2137, -1.8674)
C (-6.7405, 0.1601, -2.3104)
O (-7.2707, -0.2197, -3.5382)
H (-6.3548, -1.4648, -0.8240)
H (-5.0832, -1.1935, -2.0043)
H (-5.8920, 0.8018, -2.5478)
H (-7.5277, 0.6349, -1.7248)
O (1.2491, -9.3678, 0.0408)
S (2.0670, -8.2312, 0.4453)
O (3.5535, -8.2712, 0.2417)
O (1.4404, -6.7619, -0.2201)
C (0.6451, -6.0958, 0.7281)
C (0.9392, -6.6638, 2.1670)
O (1.7515, -7.8557, 1.9967)
H (0.9630, -5.0541, 0.6859)
H (-0.3970, -6.2638, 0.4562)
H (0.0247, -6.8833, 2.7180)
H (1.6319, -5.9976, 2.6814)
O (4.8993, -1.2195, -2.6869)
S (4.6861, -0.6010, -1.3283)
O (3.3697, -0.6841, -0.6627)
O (5.9008, -1.1865, -0.3049)
C (7.0952, -0.4757, -0.5038)
C (6.7927, 0.8802, -1.1897)
O (5.3712, 0.9298, -1.1629)
H (7.6227, -0.2742, 0.4286)
H (7.8243, -1.0516, -1.0737)
H (7.2571, 0.9958, -2.1691)
H (7.0876, 1.8126, -0.7084)
O (3.2146, 2.3059, 3.6691)
S (3.6641, 2.3695, 2.2499)
O (4.9057, 1.6527, 1.9590)
O (2.4087, 1.8941, 1.2119)
C (2.3455, 2.6019, -0.0128)
C (3.2601, 3.8303, 0.1686)
O (3.5918, 3.8723, 1.5480)
H (2.6051, 1.8664, -0.7742)
H (1.4380, 3.0117, -0.4561)
H (2.7463, 4.7193, -0.1972)
H (4.2262, 3.7721, -0.3328)
C (-3.6974, -1.1740, 5.6000)
C (-3.8569, -2.3969, 6.1851)
C (-3.3519, -3.4946, 5.5415)
C (-2.7217, -3.4511, 4.3572)
C (-2.5107, -2.1766, 3.8215)
C (-3.0823, -1.1117, 4.4172)
H (-4.0851, -0.2998, 6.1020)
H (-4.3654, -2.5490, 7.1256)
H (-3.4754, -4.4267, 6.0728)
H (-2.2313, -4.3179, 3.9393)
H (-2.0670, -2.0323, 2.8475)
H (-2.9694, -0.2455, 3.7821)
C (-3.7915, 2.3373, -1.3242)
C (-4.1911, 1.3125, -0.5051)
C (-5.2525, 1.4427, 0.3818)
C (-6.0356, 2.5791, 0.3751)
C (-5.5981, 3.6902, -0.3869)
C (-4.4849, 3.5433, -1.1997)
H (-3.0135, 2.3017, -2.0724)
H (-3.7181, 0.3420, -0.5346)
H (-5.5925, 0.5727, 0.9240)
H (-7.0334, 2.7464, 0.7531)
H (-5.9960, 4.6798, -0.5567)
H (-4.2387, 4.4313, -1.7630)

Relative energy (zero: lowest compared OMol25 entry of this formula, charge and spin) = 5.8451 eV

Here are the Mulliken charges for atoms 1 to 6, given in e: -0.551, -0.549, -0.363, 1.206, -0.918, -0.615